Here is C6H9NO in the gas phase from the OMol25 dataset. Energies are from ωB97M-V with the def2-TZVPD basis set.

Structure (XYZ):
```
17
Properties=species:S:1:pos:R:3:forces:R:3:nbo_charge:R:1
C -0.928 1.055 0.494 -0.737 1.230 -1.913 -0.084
C -2.412 -0.390 -0.537 1.403 0.415 -1.781 0.138
C 1.447 -0.095 -0.605 2.312 1.733 0.147 0.011
C 2.756 0.320 -0.447 -1.987 -1.177 -0.212 -0.532
C -1.402 -1.129 -0.155 0.285 -1.467 -0.353 -0.315
C -0.508 -0.386 0.711 -0.195 1.899 0.420 -0.124
H -1.081 1.656 1.394 -0.406 -0.240 -0.078 0.192
H -0.307 1.679 -0.210 0.186 -0.837 1.068 0.194
H -3.111 -0.644 -1.325 -0.418 0.361 0.474 0.207
H 0.719 0.054 -1.446 1.298 -0.386 0.512 0.215
H 3.389 0.597 -1.265 0.232 0.184 -0.035 0.210
H 3.130 0.136 0.591 0.197 0.421 -1.237 0.180
H -1.020 -2.069 -0.444 -0.646 -1.334 -0.244 0.227
H -0.811 -0.664 1.680 0.271 -0.371 1.691 0.211
H 1.396 -0.497 1.357 0.822 0.038 0.842 0.380
N 0.867 -0.549 0.532 -0.497 -1.742 -0.281 -0.599
O -2.123 0.927 -0.325 -2.119 1.273 0.981 -0.510
```
Positions in Å, forces in eV/Å.

Output
- Energy above the lowest of the compared OMol25 structures with the same formula, charge and spin: 3.183 eV
- SMILES: C=CN[C@@H]1C=COC1
- Frontier orbital gap: 8.8 eV

Here is C6H9NO in the gas phase from the OMol25 dataset. Energies are from ωB97M-V with the def2-TZVPD basis set.

Structure (XYZ):
```
17
Properties=species:S:1:pos:R:3:forces:R:3:nbo_charge:R:1
C -1.054 -0.105 1.062 -2.489 6.385 -0.217 -0.179
C -1.114 0.144 -0.991 0.164 1.733 1.704 -0.198
C 0.049 0.042 0.055 -0.696 -1.707 -2.564 -0.117
C 0.835 -1.322 -0.209 1.315 1.019 0.300 -0.082
C 2.223 0.520 0.034 2.438 4.994 1.366 0.188
C 1.096 1.193 -0.043 -2.315 -4.484 0.505 -0.369
H -0.967 -0.745 1.824 0.274 -2.884 2.665 0.184
H -1.358 0.967 1.611 1.251 -2.270 -1.101 0.143
H -3.001 0.201 0.134 1.919 -0.830 -0.274 0.365
H -1.040 -0.447 -1.857 0.016 -0.630 -1.282 0.183
H -1.153 1.224 -1.198 -0.538 -0.234 -0.488 0.167
H 0.819 -1.513 -1.392 0.192 -0.104 2.789 0.200
H 0.692 -2.316 0.522 0.197 2.923 -2.223 0.231
H 3.168 1.101 0.314 -0.827 -1.460 -0.931 0.198
H 0.661 2.127 -0.011 0.245 2.148 0.017 0.229
N -2.079 -0.316 0.021 -1.022 -0.220 0.212 -0.638
O 2.224 -0.756 0.124 -0.126 -4.380 -0.477 -0.507
```
Positions in Å, forces in eV/Å.

Output
- Energy above the lowest of the compared OMol25 structures with the same formula, charge and spin: 4.369 eV
- SMILES: C1=CC2(CNC2)CO1
- Frontier orbital gap: 9.4 eV

Here is C6H9NO in the gas phase from the OMol25 dataset. Energies are from ωB97M-V with the def2-TZVPD basis set.

Structure (XYZ):
```
17
Properties=species:S:1:pos:R:3:forces:R:3:nbo_charge:R:1
C -0.651 -1.403 -1.218 -1.574 -1.378 -0.110 -0.657
C -1.101 -0.075 -0.541 1.820 -0.236 -1.972 0.061
C 0.688 1.937 0.449 2.274 -3.760 -0.618 0.037
C 0.973 0.452 0.438 2.500 1.329 -3.035 -0.335
C 0.909 -0.634 1.423 1.072 -2.943 -0.696 -0.401
C -0.368 0.018 0.849 -1.827 1.705 1.721 -0.254
H 0.515 -1.590 -1.402 -2.727 0.452 1.069 0.237
H -1.146 -1.550 -2.280 0.846 0.407 2.277 0.234
H -1.233 -2.063 -0.409 1.813 0.076 -2.145 0.221
H -2.220 0.066 -0.700 1.531 -0.051 0.957 0.234
H 0.954 2.752 1.039 0.574 1.135 1.313 0.232
H 1.165 0.299 -0.794 -0.022 -0.378 3.943 0.290
H 1.259 -1.742 1.101 -1.011 2.851 0.155 0.240
H 1.305 -0.522 2.438 -1.020 0.378 -0.056 0.236
H -0.649 0.918 1.631 -0.559 -2.878 -1.852 0.216
N 0.013 2.204 -0.542 -3.211 1.230 -4.647 -0.131
O -0.411 0.932 -1.483 -0.478 2.061 3.696 -0.463
```
Positions in Å, forces in eV/Å.

Output
- Energy above the lowest of the compared OMol25 structures with the same formula, charge and spin: 7.949 eV
- SMILES: C[C@@H]1ON=C[C@H]2C[C@H]12
- Frontier orbital gap: 10.1 eV

Here is C6H9NO in the gas phase from the OMol25 dataset. Energies are from ωB97M-V with the def2-TZVPD basis set.

Structure (XYZ):
```
17
Properties=species:S:1:pos:R:3:forces:R:3:nbo_charge:R:1
C 0.347 0.579 -0.718 0.850 -0.324 0.087 0.022
C -0.436 -0.571 -1.339 0.650 0.334 0.563 -0.113
C -0.415 -1.368 0.986 1.448 -2.214 4.367 0.181
C -0.364 -0.180 1.593 0.677 3.912 0.253 -0.364
C -0.569 0.978 0.583 -1.937 -4.454 -0.068 -0.249
C 0.012 2.094 0.009 3.838 1.236 -2.396 -0.318
H 2.096 -0.580 0.053 -1.043 2.050 -1.367 0.364
H 2.356 0.112 -1.551 -2.130 0.769 3.359 0.374
H 0.037 -1.264 -2.059 0.495 0.721 0.592 0.213
H -1.340 -0.272 -1.836 -0.866 0.104 0.459 0.201
H -0.049 -2.308 1.554 -0.751 1.518 -0.595 0.177
H 0.030 0.165 2.608 -0.540 -1.478 -1.471 0.237
H -1.563 1.064 0.065 0.217 -1.239 1.213 0.203
H -0.691 2.775 -0.548 1.367 -0.361 0.858 0.232
H 1.111 2.343 0.309 -2.298 0.298 -0.668 0.260
N 1.849 0.313 -0.537 0.406 -2.148 -1.379 -0.890
O -0.797 -1.677 -0.190 -0.383 1.276 -3.806 -0.529
```
Positions in Å, forces in eV/Å.

Output
- Energy above the lowest of the compared OMol25 structures with the same formula, charge and spin: 5.800 eV
- SMILES: N[C@@]12COC=C[C@H]1C2
- Frontier orbital gap: 9.1 eV

Here is C6H9NO in the gas phase from the OMol25 dataset. Energies are from ωB97M-V with the def2-TZVPD basis set.

Structure (XYZ):
```
17
Properties=species:S:1:pos:R:3:forces:R:3:nbo_charge:R:1
C 0.047 0.978 -1.274 -0.769 -2.144 -3.459 -0.115
C 0.624 -1.318 -0.165 0.279 1.485 1.921 -0.496
C 0.328 -0.801 -1.518 -0.396 4.022 -0.246 -0.379
C -0.885 0.571 0.685 0.845 1.538 0.095 0.239
C 0.511 0.035 0.687 0.703 -3.962 2.309 0.286
C -1.684 0.645 1.741 0.260 -0.022 -0.248 -0.467
O -1.155 1.129 -0.532 0.481 -0.317 -0.146 -0.492
N 1.410 0.415 1.506 -1.437 0.438 0.536 -0.631
H 2.064 -0.311 1.789 0.505 0.072 -1.019 0.344
H 0.847 1.669 -0.988 0.070 -0.640 0.520 0.205
H -0.177 1.239 -2.308 -0.255 0.262 0.036 0.197
H 1.647 -1.685 -0.056 -0.205 -0.133 0.014 0.213
H -0.103 -2.035 0.209 0.068 -0.144 -0.009 0.225
H -0.642 -1.094 -1.916 0.216 -0.062 -0.212 0.218
H 1.147 -0.861 -2.232 -0.213 -0.188 -0.078 0.216
H -2.627 1.161 1.684 -0.217 -0.118 -0.110 0.217
H -1.352 0.262 2.689 0.065 -0.088 0.098 0.220
```
Positions in Å, forces in eV/Å.

Output
- Energy above the lowest of the compared OMol25 structures with the same formula, charge and spin: 3.305 eV
- SMILES: [H]/N=C1\CCCOC1=C
- Frontier orbital gap: 9.6 eV

Here is C6H9NO in the gas phase from the OMol25 dataset. Energies are from ωB97M-V with the def2-TZVPD basis set.

Structure (XYZ):
```
17
Properties=species:S:1:pos:R:3:forces:R:3:nbo_charge:R:1
C -0.140 1.522 -1.178 -0.034 0.128 -0.221 -0.417
C 0.874 -1.796 0.162 0.054 -0.397 0.252 -0.632
C -0.008 -0.580 0.100 -0.337 -0.771 0.817 0.083
C -1.272 -0.605 0.427 0.018 -0.167 0.169 0.066
C 1.733 1.096 0.326 -0.224 0.469 -0.102 0.534
C -2.495 -0.582 0.860 -0.251 -0.183 -0.069 -0.461
N 0.565 0.633 -0.265 1.911 1.811 -1.089 -0.451
O 2.266 2.181 0.124 -0.802 -1.116 -0.096 -0.602
H 2.146 0.399 1.073 -0.068 -0.073 -0.173 0.117
H -0.907 2.079 -0.633 -0.073 0.003 -0.184 0.201
H 0.555 2.233 -1.635 -0.041 -0.195 0.325 0.238
H -0.596 0.935 -1.983 -0.019 0.064 0.286 0.206
H 0.281 -2.711 0.270 0.065 0.306 0.060 0.232
H 1.573 -1.751 1.002 0.059 -0.043 -0.117 0.217
H 1.447 -1.892 -0.767 -0.053 0.151 0.164 0.227
H -3.282 -1.126 0.354 -0.249 0.550 -0.329 0.219
H -2.739 -0.033 1.764 0.041 -0.536 0.307 0.221
```
Positions in Å, forces in eV/Å.

Output
- Energy above the lowest of the compared OMol25 structures with the same formula, charge and spin: 2.123 eV
- SMILES: C=C=C(C)N(C)C=O
- Frontier orbital gap: 9.3 eV

Here is a molecular structure, C6H9NO from the OMol25 dataset. Energies are from ωB97M-V with the def2-TZVPD basis set.

Structure (XYZ):
```
17
Properties=species:S:1:pos:R:3:forces:R:3:nbo_charge:R:1
C -0.271 1.543 0.694 2.968 -3.935 0.548 -0.632
C -0.090 0.324 -0.386 -4.700 -0.671 2.602 0.063
C -1.251 -1.285 0.230 1.270 2.781 2.431 -0.212
C 0.225 -1.261 -0.087 -5.731 1.128 -3.357 0.068
C 1.965 -0.329 -0.180 1.194 3.736 -3.037 0.172
C 1.130 0.554 -0.946 6.433 2.611 -0.647 -0.321
H -1.056 1.335 1.399 -0.362 0.492 0.226 0.212
H -0.258 2.425 0.144 -0.807 1.651 -0.952 0.214
H 0.786 1.549 1.167 -1.993 0.091 0.041 0.210
H -2.359 0.062 -0.696 0.129 1.649 -0.236 0.373
H -1.791 -2.103 0.112 -2.333 -4.093 -0.793 0.181
H -1.530 -0.864 1.226 0.490 -0.253 -0.275 0.157
H 0.126 -1.657 -1.223 1.215 0.649 2.352 0.187
H 2.975 -0.474 0.042 2.019 1.243 -0.526 0.196
H 1.396 1.768 -1.156 0.169 -3.713 0.125 0.207
N -1.416 -0.267 -0.801 0.088 -1.126 -0.492 -0.640
O 1.418 -1.317 0.459 -0.049 -2.241 1.989 -0.436
```
Positions in Å, forces in eV/Å.

Output
- Energy above the lowest of the compared OMol25 structures with the same formula, charge and spin: 6.979 eV
- Frontier orbital gap: 9.6 eV

Here is C6H9NO2 in the gas phase from the OMol25 dataset. Energies are from ωB97M-V with the def2-TZVPD basis set.

Structure (XYZ):
```
18
Properties=species:S:1:pos:R:3:forces:R:3:nbo_charge:R:1
C -1.402 1.523 0.861 -2.847 1.294 -0.284 -0.625
C -1.023 1.495 -0.668 0.212 0.220 0.216 -0.407
C -0.704 0.083 -1.108 1.131 -2.061 3.151 -0.415
C 0.587 -0.498 -0.307 -0.626 2.516 -4.843 0.138
C 2.735 -0.962 -0.062 -0.892 -2.203 1.209 0.368
C 0.739 -1.519 0.479 1.589 -1.552 1.667 0.356
H -1.464 2.607 1.215 -0.028 -1.288 -0.558 0.214
H -2.556 1.115 0.949 3.048 0.716 0.079 0.204
H -0.719 1.054 1.597 -0.382 -0.257 -0.871 0.225
H -0.105 2.075 -0.862 -0.513 0.238 0.149 0.204
H -1.853 1.883 -1.328 0.779 -0.146 0.948 0.210
H -1.525 -0.563 -0.678 0.738 0.326 -0.712 0.221
H -0.621 -0.116 -2.161 0.177 0.167 -0.420 0.227
H 3.805 -0.869 -0.250 -0.339 -0.145 0.347 0.195
H 0.271 -2.958 1.398 1.401 -2.765 1.858 0.486
N 2.094 -1.798 0.750 0.516 1.079 -1.187 -0.535
O 1.954 -0.246 -0.815 -2.328 1.639 0.308 -0.421
O -0.213 -2.306 0.991 -1.636 2.220 -1.059 -0.646
```
Positions in Å, forces in eV/Å.

Output
- Energy above the lowest of the compared OMol25 structures with the same formula, charge and spin: 1.944 eV
- SMILES: CCCc1ocnc1O
- Frontier orbital gap: 9.9 eV

Here is a molecular structure, C6H9NO2 from the OMol25 dataset. Energies are from ωB97M-V with the def2-TZVPD basis set.

Structure (XYZ):
```
18
Properties=species:S:1:pos:R:3:forces:R:3:nbo_charge:R:1
C 1.298 1.621 -0.380 0.215 -0.069 0.036 -0.662
C -1.092 -0.373 -0.387 -2.793 2.873 2.035 0.634
C 0.786 -0.768 -0.017 1.902 0.765 0.929 -0.083
C 0.622 0.545 0.395 0.482 -1.076 -1.329 0.141
N -1.773 -1.457 0.233 0.624 -0.225 -0.523 -0.810
C -0.738 0.804 0.861 -1.091 -1.856 -1.096 -0.033
C 1.530 -1.848 -0.042 -0.182 -0.150 -0.124 -0.402
O -1.292 2.032 0.576 0.042 0.041 -0.157 -0.701
O -1.454 0.105 -1.462 0.821 -0.427 0.080 -0.685
H -1.634 1.966 -0.338 0.029 -0.075 0.075 0.494
H -1.301 -1.823 1.049 -0.013 0.020 -0.042 0.376
H -1.916 -2.194 -0.451 -0.001 -0.103 0.045 0.376
H -1.033 0.402 1.828 0.050 0.159 0.057 0.191
H 0.741 1.735 -1.321 0.058 0.069 0.089 0.264
H 2.325 1.345 -0.613 -0.025 0.028 -0.042 0.230
H 1.251 2.564 0.163 -0.043 -0.011 -0.052 0.246
H 2.360 -2.001 0.640 -0.071 0.034 0.076 0.212
H 1.321 -2.655 -0.735 -0.006 0.003 -0.058 0.211
```
Positions in Å, forces in eV/Å.

Output
- Energy above the lowest of the compared OMol25 structures with the same formula, charge and spin: 4.446 eV
- Frontier orbital gap (spin up / spin down): 7.9 / 7.9 eV

Here is C6H9NO4 in the gas phase from the OMol25 dataset. Energies are from ωB97M-V with the def2-TZVPD basis set.

Structure (XYZ):
```
20
Properties=species:S:1:pos:R:3:forces:R:3:nbo_charge:R:1
C -1.595 0.417 -0.177 3.054 0.692 2.760 -0.250
C -0.687 0.570 0.965 -3.483 -0.711 -1.802 0.723
C -0.925 0.411 -1.457 0.812 0.000 -0.113 0.756
C 1.211 -0.175 -0.141 -1.826 -2.584 -0.722 0.556
C 2.619 0.309 -0.379 -0.064 -1.600 -0.868 -0.649
C 1.111 -1.705 0.252 2.223 2.833 0.998 -0.647
N -2.939 0.571 0.255 -1.917 0.186 -0.785 -0.867
O -1.286 0.804 2.139 2.092 0.065 -0.455 -0.646
O -1.299 0.723 -2.556 -0.152 -0.454 0.653 -0.569
O 0.611 0.496 0.963 0.009 1.351 0.660 -0.478
O 0.460 -0.018 -1.365 -0.527 0.989 0.400 -0.571
H 2.633 1.338 -0.489 -0.239 2.279 0.228 0.229
H 2.991 0.012 -1.430 -0.388 -0.441 2.056 0.252
H 3.182 0.033 0.522 0.459 -0.121 -0.741 0.227
H 1.447 -2.143 -0.620 1.450 -1.660 -1.354 0.222
H 0.161 -2.053 0.364 -3.100 -0.318 0.266 0.218
H 1.605 -1.919 1.223 0.344 0.053 -0.982 0.215
H -3.655 0.031 -0.231 0.759 -0.572 0.121 0.393
H -2.224 0.821 1.883 -0.644 -0.281 0.007 0.513
H -3.423 1.476 0.278 1.139 0.294 -0.326 0.374
```
Positions in Å, forces in eV/Å.

Output
- Energy above the lowest of the compared OMol25 structures with the same formula, charge and spin: 2.125 eV
- SMILES: CC1(C)OC(=O)C(N)=C(O)O1
- Frontier orbital gap: 9.2 eV

Here is C6H9NOS2 in the gas phase from the OMol25 dataset. Energies are from ωB97M-V with the def2-TZVPD basis set.

Structure (XYZ):
```
19
Properties=species:S:1:pos:R:3:forces:R:3:nbo_charge:R:1
C -3.006 -0.484 -0.373 -1.890 1.700 -1.854 -0.878
C -0.210 -1.192 -0.791 3.829 0.804 0.843 -0.450
C 1.179 -1.081 -0.517 -1.900 -0.446 -0.468 -0.152
C 1.929 -0.418 0.633 0.239 -3.029 2.138 -0.485
C 2.247 0.961 0.257 -1.058 3.859 2.901 -0.181
C -0.100 2.204 -0.083 2.206 -0.333 -0.217 0.319
H -3.867 -0.485 0.348 1.313 -0.172 -0.048 0.278
H -3.267 -1.356 -1.044 0.115 1.432 -0.077 0.244
H -2.993 0.604 -0.806 0.208 -2.217 0.398 0.267
H -0.521 -1.666 -1.698 -0.020 -0.152 -0.565 0.230
H 1.967 -1.384 -1.243 -1.411 -0.144 -0.155 0.213
H 1.368 -0.480 1.567 -0.577 0.497 -0.271 0.262
H 2.943 -1.009 1.096 -2.349 1.488 -2.164 0.233
H 3.011 1.054 -0.452 0.934 0.128 -1.208 0.211
H 2.627 1.536 1.259 -0.999 -1.067 -2.510 0.227
N 1.038 1.761 -0.325 -3.143 0.710 1.865 -0.481
O -1.191 -0.413 1.691 -0.502 -0.870 -3.023 -0.955
S -1.565 -1.116 0.339 1.893 -0.525 5.029 1.212
S -1.588 2.965 0.142 3.113 -1.663 -0.612 -0.113
```
Positions in Å, forces in eV/Å.

Output
- Energy above the lowest of the compared OMol25 structures with the same formula, charge and spin: 3.862 eV
- Frontier orbital gap: 8.7 eV

Here is 2 unconnected molecules or ions with the total composition C6H9NOS3 from the OMol25 dataset. Energies are from ωB97M-V with the def2-TZVPD basis set.

Structure (XYZ):
```
20
Properties=species:S:1:pos:R:3:forces:R:3:lowdin_spin:R:1
C 2.235 1.013 0.126 -3.086 0.068 2.702 0.004
C 3.121 -0.947 0.667 1.625 -4.007 0.398 0.001
C 1.244 0.115 -0.572 -0.054 -0.783 -1.179 0.031
C -3.407 -0.132 0.403 1.361 2.935 0.283 0.098
C 0.158 0.442 -1.308 0.543 -1.260 0.010 0.041
C -1.971 -0.568 0.626 -1.627 -0.623 -1.130 0.567
N 3.147 0.249 0.933 0.058 1.849 1.234 0.003
O -0.397 1.653 -1.294 -0.529 0.793 -0.418 0.021
S 1.982 -1.519 -0.579 0.112 0.242 -0.063 0.005
S -1.002 0.345 1.569 1.297 1.038 1.426 0.962
S -1.510 -2.091 -0.080 -0.339 -0.298 0.141 0.198
H 2.837 1.455 -0.546 1.921 1.966 -2.697 0.000
H 3.868 -1.737 1.150 -1.759 1.725 -1.084 0.000
H -3.797 -0.864 -0.199 -1.248 -1.514 -1.925 0.004
H -4.023 -0.183 1.312 0.264 0.669 -0.075 0.015
H -3.427 0.936 -0.172 -0.239 -2.420 1.541 0.025
H -0.419 -0.249 -1.973 0.845 0.557 0.798 0.001
H -0.141 2.137 -0.504 0.116 0.143 0.278 0.004
H 1.702 1.835 0.710 0.803 -1.013 -0.428 0.002
H -0.200 -1.890 -0.269 -0.065 -0.066 0.190 0.019
```
Positions in Å, forces in eV/Å.

Output
- Spin multiplicity: 3
- Frontier orbital gap (spin up / spin down): 7.0 / 5.9 eV
- ⟨S²⟩: 2.007